No. 1
A molecular structure, C18H38Be2FN2O2. Source: the OMol25 dataset; level of theory: wB97M-V/def2-TZVPD.

Atoms and positions in Å:
Be (-2.96616, -21.42608, 7.98183)
Be (-2.76559, -17.71877, 6.24055)
F (-1.45108, -19.69337, 7.13078)
C (-0.34986, -13.17068, 6.38697)
C (-1.49344, -14.21509, 5.90769)
C (-1.88773, -13.72348, 4.53561)
C (-1.05544, -14.04861, 3.38229)
C (-0.61823, -15.50137, 3.33723)
C (-0.04626, -15.97378, 4.64385)
N (-0.96188, -15.59136, 5.66602)
O (-0.71580, -16.19656, 6.84268)
C (-0.01040, -17.54434, 4.38261)
C (1.42657, -15.56856, 4.91084)
C (-2.78486, -14.13863, 6.89260)
H (-0.81257, -12.19278, 6.52003)
H (0.52418, -12.96423, 5.76928)
H (-0.18299, -13.45252, 7.42659)
H (-2.93849, -13.93266, 4.33499)
H (-1.98384, -12.63796, 4.55840)
H (-0.23372, -13.33657, 3.30561)
H (-1.63591, -13.62772, 2.56131)
H (0.05042, -15.67351, 2.49380)
H (-1.50080, -15.98940, 2.92370)
H (-0.77748, -17.86200, 3.67637)
H (0.91252, -17.93350, 3.95265)
H (-0.06401, -18.20711, 5.24630)
H (1.66112, -15.78373, 5.95333)
H (2.07493, -16.21855, 4.32327)
H (1.62574, -14.51221, 4.73037)
H (-2.73057, -14.71402, 7.81676)
H (-3.69662, -14.56274, 6.47196)
H (-3.07030, -13.11152, 7.11988)
H (0.08200, -15.71794, 7.07942)
C (-2.27973, -23.50221, 5.09061)
C (-0.95576, -23.75329, 5.91146)
C (0.14082, -22.80977, 5.47858)
C (1.47942, -22.99264, 6.19560)
C (1.08888, -22.73808, 7.69421)
C (-0.21724, -23.43427, 8.38033)
N (-1.25281, -23.44613, 7.34819)
O (-2.32189, -24.16452, 7.80935)
C (0.20290, -24.79995, 8.84996)
C (-0.51731, -22.56074, 9.59342)
C (-0.55879, -25.21104, 5.44457)
H (-2.85502, -22.62868, 5.39735)
H (-2.94781, -24.36312, 5.06592)
H (-2.06713, -23.15468, 4.07961)
H (0.36745, -22.75103, 4.41402)
H (-0.21705, -21.79854, 5.67206)
H (2.14196, -22.16525, 5.94149)
H (2.06073, -23.89668, 6.01427)
H (1.18828, -21.69410, 7.99140)
H (1.95677, -23.20848, 8.15637)
H (0.49121, -25.53190, 8.09548)
H (0.94891, -24.54728, 9.60344)
H (-0.58740, -25.25455, 9.44733)
H (-1.47982, -22.84554, 10.01834)
H (0.08152, -22.62401, 10.50199)
H (-0.57956, -21.54902, 9.19262)
H (0.40531, -25.56091, 5.81363)
H (-0.36650, -25.13598, 4.37430)
H (-1.31835, -25.83328, 5.91784)
H (-1.96830, -25.05378, 7.73320)

Properties
⟨S²⟩	0.771
multiplicity	2
LUMO energy (alpha / beta)	-10.735 / -9.918	eV
largest force on an atom	4.3	eV/Å
Kohn-Sham gap (alpha / beta)	3.44 / 4.74	eV
charge	+2

---

No. 2
4 unconnected molecules or ions with the total composition C2H11NO3. Source: the OMol25 dataset; level of theory: wB97M-V/def2-TZVPD.

Atoms and positions in Å:
C (0.93669, -1.28563, 0.52381)
C (-0.61540, -1.32547, -1.09515)
N (0.07319, -0.48169, -0.42383)
H (0.45586, -2.14201, 1.10382)
H (1.95409, -1.63616, 0.21356)
H (1.09794, -0.55545, 1.33346)
H (-1.14206, -0.80501, -1.87418)
H (-0.76130, -2.44530, -1.00475)
H (4.53956, -0.18511, 0.44433)
H (3.44031, 0.15084, -0.58023)
O (3.90376, 0.44757, 0.22800)
H (-0.24420, 1.63383, 0.41854)
H (-1.00473, 3.05884, 0.48019)
O (-1.03904, 2.12794, 0.80054)
H (-3.56172, 0.05945, 0.66960)
H (-3.06630, 1.00543, -0.47230)
O (-3.38316, 0.03688, -0.32069)

Properties
LUMO energy	0.783	eV
largest force on an atom	4.3	eV/Å
SMILES string	C=NC.O.O.O
Kohn-Sham gap	11.22	eV
ΔE to the lowest compared entry with this formula, charge and spin	46.04	kcal per mole
charge	0

---

No. 3
A molecular structure, C23H22F3N3O2V. Source: the OMol25 dataset; level of theory: wB97M-V/def2-TZVPD.

Atoms and positions in Å:
O (4.76592, -0.50873, 2.07554)
C (5.26699, -1.22515, 0.87469)
C (6.15671, -0.29552, -0.13927)
C (5.49458, 1.15123, -0.52769)
C (3.83380, 1.16591, -0.51106)
C (3.11695, 2.40917, 0.25515)
N (1.62753, 2.58156, 0.35145)
C (0.89825, 1.44130, -0.30084)
C (-0.77004, 1.48080, -0.26781)
C (-1.50890, 2.76643, 0.50591)
C (-1.08861, 2.86890, 2.10550)
C (-2.29219, 2.47380, 3.14495)
F (-3.49229, 3.33078, 3.37447)
C (-2.19958, 1.19563, 3.91659)
F (-1.06814, 1.02144, 4.86504)
F (-3.27986, 0.17331, 3.70717)
C (-1.69221, 0.31400, -0.98081)
C (-3.34475, 0.30535, -1.03328)
C (-4.32569, -0.10915, 0.23508)
C (-5.97238, -0.05083, -0.05184)
C (-6.43257, 0.36293, -1.56868)
N (-5.55794, 0.70682, -2.74125)
C (-4.08532, 0.68980, -2.44364)
C (-0.95209, -0.97675, -1.72788)
C (-1.73596, -2.22565, -2.44459)
C (-0.87419, -3.66276, -1.83366)
C (-1.77316, -4.57875, -0.66445)
O (-0.48085, -3.62129, -0.32150)
C (0.68718, -0.97613, -1.73839)
C (1.64295, 0.21141, -1.06040)
N (3.12813, 0.04192, -1.21512)
H (3.75472, -0.65118, 2.02242)
H (5.99137, -2.08170, 1.27596)
H (4.40167, -1.81401, 0.30068)
H (6.34236, -0.89864, -1.13354)
H (7.20778, -0.08391, 0.37380)
H (5.80066, 1.36762, -1.65931)
H (5.93024, 2.06864, 0.08740)
H (3.80139, 3.24640, 0.74394)
H (-2.68717, 2.71526, 0.42764)
H (-1.18448, 3.75737, -0.03814)
H (-0.70494, 3.95963, 2.39802)
H (-0.16572, 2.15218, 2.34930)
H (-3.87443, -0.40279, 1.27899)
H (-6.77755, -0.32384, 0.77877)
H (-7.61063, 0.38682, -1.76391)
H (-3.35920, 0.98698, -3.34417)
H (-1.54719, -2.32636, -3.59549)
H (-2.84957, -2.37125, -2.11537)
H (-0.16022, -4.29893, -2.64568)
H (-2.37060, -3.95770, 0.14642)
H (-1.14126, -5.47208, -0.18794)
H (1.22113, -1.87631, -2.29520)
V (6.28937, -2.54396, 2.75604)

Properties
LUMO energy	-13.225	eV
largest force on an atom	7.0	eV/Å
Kohn-Sham gap	2.58	eV
charge	+3

---

No. 4
C3H6N2S in the gas phase. Source: the OMol25 dataset; level of theory: wB97M-V/def2-TZVPD.

Atoms and positions in Å:
C (0.37997, -1.79138, 1.60319)
C (-0.27829, 1.09624, -0.35868)
C (-0.20976, 1.32545, -1.79589)
N (-0.42949, -0.85377, 1.04933)
N (-0.22449, -0.10285, 0.05942)
S (-0.15427, -0.99464, 3.10413)
H (0.05385, -2.96158, 1.54787)
H (1.56524, -1.69159, 1.30696)
H (-0.36674, 1.78448, 0.39900)
H (0.25595, 0.45356, -2.41563)
H (0.45881, 2.23918, -2.13763)
H (-1.05080, 1.49691, -2.36208)

Properties
LUMO energy	-0.318	eV
largest force on an atom	5.4	eV/Å
SMILES string	C/C=N/N1CS1
Kohn-Sham gap	8.07	eV
ΔE to the lowest compared entry with this formula, charge and spin	117.16	kcal per mole
charge	0

---

No. 5
A molecular structure, C22H14N9O4RuS2. Source: the OMol25 dataset; level of theory: wB97M-V/def2-TZVPD.

Atoms and positions in Å:
Ru (-0.07565, 0.43510, 0.20044)
C (1.47860, -3.39906, 2.12786)
C (1.17168, -2.05687, 1.97000)
N (0.90097, -1.51949, 0.77811)
C (1.03330, -2.35435, -0.29496)
C (1.35090, -3.70367, -0.09793)
N (1.54857, -4.22598, 1.08881)
C (0.82276, -1.74768, -1.59204)
C (1.12181, -2.34391, -2.80062)
C (0.91507, -1.65719, -4.01342)
C (0.40060, -0.36214, -3.91156)
C (0.12101, 0.20683, -2.68080)
N (0.33367, -0.48421, -1.51699)
C (-0.43085, 1.51049, -2.47183)
C (-0.65376, 2.48070, -3.46382)
N (-1.20360, 3.63880, -3.21589)
C (-1.59717, 3.86782, -1.95502)
C (-1.37352, 2.95687, -0.94377)
N (-0.75577, 1.79356, -1.16601)
C (1.22521, -2.26124, -5.30812)
C (1.06042, -1.55969, -6.51035)
C (1.36408, -2.17369, -7.71125)
N (1.81630, -3.41137, -7.80277)
C (1.98378, -4.08845, -6.68065)
C (1.70515, -3.57213, -5.42766)
H (1.63680, -3.81696, 3.10978)
H (1.14545, -1.42837, 2.84511)
H (1.41686, -4.38450, -0.93458)
H (1.53778, -3.33549, -2.79549)
H (0.21359, 0.22190, -4.79399)
H (-0.34361, 2.30782, -4.48396)
H (-2.08003, 4.81280, -1.76506)
H (-1.68961, 3.16057, 0.06896)
H (0.69850, -0.54589, -6.53117)
H (1.23912, -1.64688, -8.64880)
H (2.35957, -5.09661, -6.79519)
H (1.86058, -4.20122, -4.56812)
O (-0.00751, -2.58770, 4.89249)
S (-0.83209, -1.52564, 5.43664)
O (-1.02113, -1.52087, 6.86575)
O (0.22497, -0.04374, 5.12766)
S (-1.88205, -0.66300, 2.07631)
N (1.43629, 2.43575, 1.23334)
C (0.45123, 1.72232, 1.93476)
O (-0.75181, 1.87764, 1.61181)
C (0.83756, 1.04153, 3.14453)
C (-0.05935, 0.23238, 3.89039)
N (-1.16507, -0.35458, 3.45448)
C (2.09344, 1.34810, 3.67972)
N (3.15016, 1.64927, 4.02196)
H (2.31339, 2.60432, 1.71114)
H (1.08916, 3.23125, 0.70680)

Properties
⟨S²⟩	0.855
multiplicity	2
LUMO energy (alpha / beta)	-2.387 / -2.331	eV
largest force on an atom	2.5	eV/Å
Kohn-Sham gap (alpha / beta)	5.11 / 4.78	eV
ΔE to the lowest compared entry with this formula, charge and spin	52.10	kcal per mole
charge	0